C26H28N3O5SSiTi | ωB97M-V/def2-TZVPD

```
65
Properties=species:S:1:pos:R:3
Ti 0.023 -0.149 -0.301
O -0.689 -0.791 3.431
C -0.703 -0.739 2.198
O -0.104 0.179 1.499
C -1.387 -1.762 1.377
C -1.935 -2.906 1.950
C -2.468 -3.893 1.154
C -2.493 -3.692 -0.248
C -2.998 -4.665 -1.119
C -3.073 -4.442 -2.479
C -2.683 -3.211 -2.988
C -2.173 -2.232 -2.150
C -2.001 -2.457 -0.775
N -1.407 -1.511 0.023
H -1.901 -2.994 3.027
H -2.873 -4.807 1.564
H -3.336 -5.600 -0.696
H -3.440 -5.217 -3.136
H -2.776 -3.013 -4.049
H -1.896 -1.269 -2.555
C 1.148 -1.871 -3.332
C 0.443 -0.545 -3.406
C 0.188 0.114 -4.596
C -0.526 1.314 -4.584
C -0.943 1.853 -3.369
C -0.660 1.156 -2.197
N -0.002 -0.047 -2.235
N -0.994 1.456 -0.918
Si -0.903 3.046 -0.265
C -2.634 3.894 -0.175
C -0.180 3.123 1.503
C 0.253 4.172 -1.323
H 1.912 -1.959 -4.103
H 0.419 -2.676 -3.456
H 1.609 -1.979 -2.348
H 0.538 -0.298 -5.532
H -0.759 1.819 -5.513
H -1.486 2.784 -3.321
H -3.316 3.316 0.439
H -3.088 4.010 -1.153
H -2.548 4.881 0.266
H -0.861 2.705 2.235
H 0.040 4.147 1.795
H 0.739 2.546 1.548
H -0.211 4.505 -2.246
H 1.140 3.601 -1.586
H 0.567 5.054 -0.771
C 2.860 1.068 5.776
C 2.970 0.615 4.352
C 3.524 1.437 3.377
C 3.466 1.080 2.042
C 2.873 -0.120 1.684
C 2.386 -0.984 2.650
C 2.436 -0.618 3.979
S 2.539 -0.431 -0.031
O 1.525 -1.516 -0.087
O 3.764 -0.761 -0.716
O 1.890 0.799 -0.519
H 3.327 2.041 5.917
H 3.312 0.350 6.460
H 1.804 1.155 6.028
H 3.973 2.378 3.666
H 3.838 1.732 1.264
H 1.933 -1.915 2.342
H 2.010 -1.264 4.731
```

Output
Total charge = -1
Expectation value of S² = 2.031
Gap between HOMO and LUMO (spin up / spin down) = 0.1932 / 0.3002 hartree
HOMO (spin up / spin down) = -2.48 / -5.39 eV
Spin multiplicity = 3
ΔE to the lowest compared entry with this formula, charge and spin = 19.2 kcal per mole